Record 1
Formula: C18H25N2O4
Source: OMol25
Level of theory: ωB97M-V/def2-TZVPD

As for the max |F|: 1.06 eV Å⁻¹. As for the total charge: -1.

Last column: natural (NBO) charge in e.
Geometry (Å):
C (3.51, -0.58, 3.92)  -0.6032
C (2.45, -0.11, 2.93)  -0.4080
C (1.38, -1.18, 2.71)  -0.2078
N (0.37, -0.77, 1.75)  -0.4458
C (0.44, -1.38, 0.44)  -0.2208
C (1.52, -0.77, -0.46)  -0.4079
C (1.41, -1.32, -1.87)  -0.6100
C (-0.53, 0.13, 2.20)  0.6978
O (-0.53, 0.47, 3.37)  -0.6709
C (-1.59, 0.76, 1.28)  -0.1388
C (-2.95, 0.08, 1.50)  -0.3914
C (-3.01, -1.42, 1.19)  -0.5366
C (-3.18, -1.83, -0.31)  0.7879
O (-3.94, -2.77, -0.53)  -0.7211
O (-2.49, -1.21, -1.17)  -0.8166
N (-1.29, 0.84, -0.13)  -0.6642
C (-0.62, 1.87, -0.65)  0.6443
O (-0.15, 2.79, 0.02)  -0.6749
C (-0.43, 1.84, -2.14)  -0.0690
C (-1.14, 1.01, -3.00)  -0.2067
C (-0.89, 1.07, -4.36)  -0.2215
C (0.06, 1.94, -4.88)  -0.2138
C (0.76, 2.77, -4.02)  -0.2348
C (0.52, 2.72, -2.66)  -0.1911
H (4.26, 0.20, 4.07)  0.2041
H (3.06, -0.81, 4.88)  0.1999
H (4.01, -1.47, 3.55)  0.1908
H (2.91, 0.15, 1.98)  0.1949
H (1.96, 0.79, 3.32)  0.2255
H (0.88, -1.37, 3.67)  0.2163
H (1.84, -2.10, 2.36)  0.1843
H (-0.52, -1.32, -0.06)  0.2592
H (0.66, -2.45, 0.58)  0.1826
H (1.38, 0.32, -0.48)  0.2117
H (2.51, -0.98, -0.06)  0.1834
H (2.13, -0.84, -2.53)  0.2037
H (1.60, -2.40, -1.88)  0.1929
H (0.41, -1.16, -2.26)  0.2251
H (-1.66, 1.80, 1.66)  0.2442
H (-3.69, 0.61, 0.90)  0.2090
H (-3.21, 0.23, 2.56)  0.2160
H (-2.12, -1.92, 1.58)  0.2023
H (-3.87, -1.84, 1.71)  0.2189
H (-1.75, 0.08, -0.69)  0.4572
H (-1.88, 0.32, -2.63)  0.2595
H (-1.44, 0.42, -5.03)  0.2091
H (0.24, 1.97, -5.94)  0.2002
H (1.50, 3.45, -4.42)  0.2014
H (1.05, 3.36, -1.98)  0.2328

=====

Record 2
Formula: C18H25N3O
Source: OMol25
Level of theory: ωB97M-V/def2-TZVPD

As for the max |F|: 0.61 eV Å⁻¹. As for the total charge: 0.

Last column: natural (NBO) charge in e.
Geometry (Å):
C (-1.53, 4.44, 5.37)  -0.6472
C (-1.00, 3.58, 4.29)  0.1827
N (-1.42, 3.79, 2.99)  -0.5488
C (-0.81, 2.90, 2.16)  0.2213
C (-0.91, 2.71, 0.79)  -0.2511
C (-0.16, 1.71, 0.22)  -0.2147
C (0.68, 0.89, 1.00)  -0.1759
C (1.49, -0.20, 0.38)  0.6709
O (1.70, -1.26, 0.95)  -0.6326
N (1.99, 0.08, -0.84)  -0.6163
C (2.68, -0.89, -1.65)  -0.2278
C (1.86, -1.27, -2.89)  -0.4067
C (0.56, -1.96, -2.52)  -0.2218
N (-0.35, -2.01, -3.65)  -0.4407
C (-0.05, -3.07, -4.60)  -0.2274
C (-0.77, -4.34, -4.10)  -0.4350
C (-1.87, -3.81, -3.16)  -0.4330
C (-1.73, -2.28, -3.29)  -0.2194
C (0.76, 1.06, 2.37)  -0.1425
C (0.02, 2.08, 2.96)  -0.1035
C (-0.12, 2.53, 4.31)  -0.0892
C (0.59, 1.94, 5.48)  -0.6255
H (-1.26, 5.48, 5.21)  0.2200
H (-2.62, 4.38, 5.42)  0.2196
H (-1.14, 4.13, 6.34)  0.2295
H (-2.07, 4.50, 2.71)  0.4071
H (-1.57, 3.32, 0.19)  0.2096
H (-0.25, 1.53, -0.84)  0.2086
H (1.78, 0.97, -1.27)  0.3938
H (3.65, -0.50, -1.95)  0.1940
H (2.83, -1.77, -1.02)  0.2334
H (1.63, -0.37, -3.47)  0.2022
H (2.47, -1.92, -3.53)  0.2028
H (0.07, -1.38, -1.73)  0.2006
H (0.78, -2.96, -2.10)  0.1701
H (1.03, -3.21, -4.70)  0.2004
H (-0.45, -2.77, -5.57)  0.1912
H (-1.19, -4.91, -4.93)  0.2100
H (-0.08, -4.99, -3.56)  0.2048
H (-1.69, -4.11, -2.13)  0.2054
H (-2.86, -4.14, -3.45)  0.2101
H (-2.01, -1.75, -2.38)  0.2034
H (-2.36, -1.91, -4.11)  0.1870
H (1.40, 0.41, 2.95)  0.2314
H (1.66, 2.06, 5.37)  0.2174
H (0.28, 2.41, 6.41)  0.2120
H (0.37, 0.87, 5.55)  0.2196

=====

Record 3
Formula: C18H25N3O2
Source: OMol25
Level of theory: ωB97M-V/def2-TZVPD

As for the max |F|: 0.53 eV Å⁻¹. As for the total charge: 0.

Last column: natural (NBO) charge in e.
Geometry (Å):
O (5.98, -1.04, -1.05)  -0.6272
C (5.86, 0.06, -0.57)  0.6844
C (6.80, 1.24, -0.74)  -0.4985
C (6.39, 2.21, 0.37)  -0.4032
C (4.92, 1.85, 0.62)  -0.2028
N (4.85, 0.46, 0.23)  -0.4308
C (3.72, -0.37, 0.55)  -0.2168
C (2.49, -0.04, -0.31)  -0.3883
C (1.35, -1.04, -0.12)  -0.2179
C (0.27, -0.81, -1.19)  -0.4064
C (-0.90, -1.79, -0.99)  -0.2023
N (-1.47, -1.63, 0.34)  -0.4597
C (-2.51, -0.79, 0.67)  0.7953
O (-2.63, -0.35, 1.80)  -0.6543
N (-3.41, -0.57, -0.34)  -0.6417
C (-4.57, 0.21, -0.30)  0.2479
C (-4.87, 1.08, 0.74)  -0.2775
C (-6.02, 1.84, 0.69)  -0.1856
C (-6.89, 1.75, -0.39)  -0.2432
C (-6.59, 0.89, -1.43)  -0.1931
C (-5.44, 0.12, -1.39)  -0.2809
C (-0.48, -1.89, 1.37)  -0.2160
C (0.70, -0.94, 1.26)  -0.4162
H (6.64, 1.66, -1.73)  0.2255
H (7.84, 0.92, -0.68)  0.2351
H (6.98, 2.02, 1.27)  0.2084
H (6.51, 3.25, 0.09)  0.2157
H (4.25, 2.46, 0.00)  0.1808
H (4.63, 1.96, 1.67)  0.1978
H (3.49, -0.26, 1.61)  0.1916
H (4.03, -1.40, 0.35)  0.2326
H (2.80, -0.04, -1.36)  0.2103
H (2.13, 0.97, -0.06)  0.1957
H (1.75, -2.05, -0.25)  0.1963
H (0.68, -0.95, -2.18)  0.2127
H (-0.11, 0.21, -1.11)  0.2032
H (-1.64, -1.63, -1.77)  0.1942
H (-0.53, -2.82, -1.07)  0.1976
H (-3.34, -1.15, -1.16)  0.3911
H (-4.20, 1.15, 1.58)  0.2550
H (-6.25, 2.52, 1.50)  0.2127
H (-7.79, 2.35, -0.42)  0.2116
H (-7.25, 0.81, -2.28)  0.2126
H (-5.21, -0.55, -2.20)  0.2005
H (-0.98, -1.77, 2.34)  0.2466
H (-0.15, -2.93, 1.26)  0.1873
H (1.43, -1.19, 2.04)  0.2104
H (0.35, 0.08, 1.43)  0.2094

=====

Record 4
Formula: C18H25N3O2S
Source: OMol25
Level of theory: ωB97M-V/def2-TZVPD

As for the max |F|: 4.91 eV Å⁻¹. As for the total charge: 0.

Last column: natural (NBO) charge in e.
Geometry (Å):
C (-1.98, -3.65, -0.23)  -0.6081
C (-0.98, -3.01, 0.66)  -0.0668
C (0.24, -3.61, 0.78)  -0.1769
C (1.27, -2.92, 1.42)  -0.2238
C (1.00, -1.76, 2.03)  0.0807
N (1.96, -1.31, 2.89)  -0.4878
C (2.83, -0.37, 2.70)  0.3097
S (3.45, 0.28, 4.18)  0.3379
C (4.13, 1.68, 3.26)  -0.6494
C (4.11, 1.34, 1.73)  0.6993
O (5.06, 1.73, 1.04)  -0.5694
N (3.20, 0.35, 1.47)  -0.4843
C (2.90, 0.06, 0.08)  -0.2251
C (2.12, 1.21, -0.70)  -0.4275
C (0.75, 1.50, 0.06)  -0.1903
N (-0.01, 2.62, -0.64)  -0.4890
C (-0.21, 3.91, 0.00)  -0.2312
C (-1.54, 4.50, -0.54)  -0.0756
O (-1.67, 4.42, -2.02)  -0.5397
C (-1.61, 3.12, -2.58)  -0.0660
C (-0.45, 2.41, -2.05)  -0.2304
C (-0.27, -1.17, 1.94)  -0.0198
C (-0.83, -0.07, 2.87)  -0.6347
C (-1.22, -1.82, 1.17)  -0.1679
H (-2.68, -2.91, -0.33)  0.2070
H (-1.57, -4.07, -1.17)  0.2192
H (-2.43, -4.50, 0.42)  0.2082
H (0.34, -4.61, 0.40)  0.2060
H (2.22, -3.36, 1.51)  0.2150
H (3.55, 2.58, 3.53)  0.2424
H (5.21, 1.87, 3.53)  0.2534
H (3.83, 0.04, -0.50)  0.2292
H (2.39, -0.84, 0.05)  0.2234
H (2.64, 2.18, -0.82)  0.2190
H (2.05, 1.02, -1.76)  0.2216
H (0.99, 1.84, 1.14)  0.1951
H (0.21, 0.62, 0.14)  0.1952
H (0.67, 4.59, -0.23)  0.1693
H (-0.30, 3.82, 1.10)  0.2027
H (-2.45, 4.00, 0.01)  0.1675
H (-1.67, 5.58, -0.39)  0.2025
H (-1.68, 3.10, -3.67)  0.2093
H (-2.48, 2.49, -2.13)  0.1418
H (-0.63, 1.38, -2.27)  0.2023
H (0.50, 2.68, -2.64)  0.1536
H (-1.84, -0.36, 3.14)  0.2142
H (-0.23, -0.19, 3.78)  0.2295
H (-0.82, 0.87, 2.42)  0.2136
H (-2.16, -1.33, 1.17)  0.1951

=====

The calculation returns the following HOMO-LUMO gap values, one per record and in order: 8.35, 8.64, 8.92, 8.38 eV.
The calculation returns the following HOMO values, one per record and in order: -5.31, -7.85, -8.25, -7.86 eV.
The calculation returns the following ΔE to the lowest compared entry with this formula, charge and spin values, one per record and in order: 0.0000, 0.7857, 0.3765, 5.0827 eV.